Density functional theory data (ωB97M-V with the def2-TZVPD basis set) for 9 unconnected molecules or ions with the total composition C25H60BFO21.

XYZ file:
```
108
C25H60BFO21, DFT ωB97M-V with the def2-TZVPD basis set
C -3.10801 -2.08558 -1.48905
C -1.65674 -2.34282 -1.84031
O -1.49988 -2.40806 -3.26889
B -0.34678 -2.14254 -3.90039
O -0.35195 -1.96475 -5.26540
C 1.02273 -2.12871 -3.09325
C 1.67965 -1.10383 -2.54013
C 1.29516 0.33968 -2.53904
F 1.27204 0.77639 -1.19769
C 2.19399 1.25823 -3.36372
C 1.40478 2.37134 -4.04428
C 2.91638 -1.63026 -1.88825
O 3.92830 -1.08294 -1.61500
O 2.72865 -2.99010 -1.73198
C 1.81245 -3.34515 -2.73689
O 1.78441 -4.43576 -3.18233
H -3.72532 -2.97503 -1.58547
H -3.14543 -1.70952 -0.46515
H -3.48156 -1.28860 -2.13852
H -1.31164 -3.29027 -1.40920
H -1.01994 -1.55242 -1.42736
H -0.03970 -1.11363 -5.58326
H 0.25401 0.41482 -2.88276
H 2.76091 0.67212 -4.09245
H 2.89924 1.71122 -2.66130
H 2.06898 3.15443 -4.40669
H 0.81041 1.98791 -4.88115
H 0.71340 2.82714 -3.32995
O 1.07755 1.28544 2.09828
C 2.16931 1.76939 2.88994
C 2.83169 2.91833 2.16412
O 1.88965 3.94394 1.87072
H 1.44256 0.85114 1.31707
H 1.72500 2.10953 3.82488
H 2.90155 0.98448 3.08646
H 3.63334 3.35954 2.75683
H 3.26555 2.53472 1.22857
H 1.06954 3.46670 1.67282
O -6.12319 -4.68711 -5.15183
C -7.18441 -3.83943 -4.71705
C -6.99333 -3.44388 -3.26990
O -5.75197 -2.79305 -3.07365
H -6.22113 -5.54413 -4.72326
H -7.13120 -2.95603 -5.35303
H -8.15716 -4.31994 -4.86113
H -7.77850 -2.75388 -2.95773
H -7.05157 -4.34075 -2.63628
H -5.11077 -3.24549 -3.63814
O -0.61878 5.55049 3.26321
C -1.62957 6.20278 2.49724
C -0.97794 6.71869 1.23049
O -0.31054 5.63296 0.61616
H -0.00622 6.21105 3.60416
H -2.35103 5.42419 2.25113
H -2.13746 6.99624 3.05337
H -1.70530 7.13626 0.53370
H -0.24976 7.50131 1.48513
H 0.06093 5.13763 1.35820
O -5.67630 -4.88878 3.08348
C -6.25860 -3.66194 2.65907
C -5.19416 -2.71750 2.14630
O -4.46534 -3.30918 1.08329
H -5.19147 -4.76572 3.90817
H -6.94059 -3.92311 1.84957
H -6.83146 -3.19448 3.46624
H -5.64467 -1.80003 1.76511
H -4.51343 -2.45383 2.96738
H -4.36124 -4.24000 1.32160
O -6.31114 -9.34689 4.29247
C -5.29089 -9.22793 5.28157
C -4.47289 -7.97614 5.05596
O -5.29395 -6.82312 5.06258
H -5.89658 -9.55609 3.44849
H -5.81539 -9.16200 6.23453
H -4.64648 -10.11228 5.29407
H -3.73056 -7.85923 5.84637
H -3.94513 -8.05291 4.09471
H -6.10842 -7.05301 4.59618
O 3.30792 4.13390 -0.91888
C 2.39502 5.15047 -1.34086
C 2.63260 6.41338 -0.55338
O 3.95596 6.90559 -0.71322
H 3.06046 3.88653 -0.01798
H 2.58767 5.31380 -2.40240
H 1.35946 4.82606 -1.20620
H 1.95086 7.20071 -0.87661
H 2.43386 6.19438 0.50301
H 4.53679 6.13139 -0.74410
O 4.40899 -0.65145 2.56791
C 3.54099 -1.69644 2.11946
C 4.22925 -3.03814 2.22824
O 4.62389 -3.30438 3.56291
H 5.11664 -0.55705 1.91969
H 2.66803 -1.67077 2.77213
H 3.22496 -1.51618 1.08698
H 3.55290 -3.83595 1.92010
H 5.10520 -3.05333 1.56590
H 4.94460 -2.47092 3.92932
O 6.97919 5.29829 -0.57714
C 7.28902 6.39517 -1.44153
C 8.77605 6.66255 -1.46540
O 9.49716 5.51786 -1.88632
H 7.11906 5.58414 0.33251
H 6.94953 6.09225 -2.43181
H 6.73490 7.28769 -1.13593
H 9.00559 7.46933 -2.16210
H 9.10887 6.96585 -0.46257
H 9.05785 4.75500 -1.48944
```

The value obtained for the HOMO-LUMO gap is 8.9 eV. The calculation puts the max |F| at 0.80 eV Å⁻¹. Its SMILES is CCOB(O)C1=C([C@@H](F)CC)C(=O)OC1=O.OCCO.OCCO.OCCO.OCCO.OCCO.OCCO.OCCO.OCCO. As for the HOMO energy: -0.3567 hartree.

***

Density functional theory data (ωB97M-V with the def2-TZVPD basis set) for a molecular structure, C25H60CrF2N5O15S2 in a non-equilibrium geometry.

XYZ file:
```
110
C25H60CrF2N5O15S2, DFT ωB97M-V with the def2-TZVPD basis set
Cr -0.39961 0.36140 0.75668
C 1.64580 0.31703 -0.50518
O 1.67861 0.29742 0.71505
O 0.83276 -0.54746 -0.70391
O 0.88060 1.25151 -0.66656
N -0.97659 -0.37011 2.46410
S -0.23550 -1.78635 3.19199
O -0.91806 -3.06057 3.15087
O 0.72932 -1.60165 4.30431
F 0.84922 -2.04168 1.99065
S -1.87280 -0.32548 3.74539
O -1.31209 0.33198 4.93060
O -2.98190 -1.27111 3.75398
F -2.59518 0.97967 3.15706
C 4.62415 -3.45145 3.58461
O 5.14022 -2.31625 2.94232
C 4.20665 -1.23574 2.85303
C 4.95902 0.07388 2.28618
N 4.18865 1.28752 2.44141
C 4.95586 2.43413 1.92276
C 3.95593 3.62303 2.03564
O 4.62171 4.82536 1.75627
C 3.74929 5.93853 1.79940
H 3.97904 -4.03626 2.92891
H 4.09534 -3.23241 4.51223
H 5.42901 -4.18602 3.61103
H 3.89482 -0.90468 3.84362
H 3.30488 -1.42159 2.26961
H 5.17736 -0.13498 1.23889
H 5.93216 0.08691 2.77700
H 3.41410 1.15641 1.80660
H 5.21860 2.19155 0.89309
H 5.85718 2.62461 2.50537
H 3.55814 3.63273 3.05041
H 3.06472 3.46919 1.42722
H 3.12545 5.99914 2.69117
H 2.98127 5.94494 1.02596
H 4.40148 6.80054 1.65914
C 0.62194 2.50189 3.10591
O -0.15121 2.16687 1.97719
C -0.83157 3.36203 1.43770
C -2.14117 2.96386 0.68884
N -1.96924 1.68534 0.00282
C -3.32281 1.07720 -0.12121
C -3.02654 -0.37210 -0.61553
O -1.89298 -0.93822 0.00739
C -1.53172 -2.26102 -0.47507
H -0.00542 2.49151 3.99720
H 1.08867 3.47915 2.98243
H 1.43915 1.78059 3.10697
H -0.10945 3.82283 0.76367
H -1.09437 4.09678 2.19875
H -2.28410 3.79937 0.00357
H -2.99025 3.03143 1.36900
H -1.83149 1.97038 -0.95629
H -3.91517 1.67976 -0.80978
H -3.81173 0.93789 0.84297
H -2.87014 -0.36138 -1.69420
H -3.87914 -1.00265 -0.36338
H -0.65392 -2.69116 0.00715
H -1.25818 -2.28197 -1.52998
H -2.37763 -2.92867 -0.31139
C -5.05605 1.54628 -3.68866
O -3.76361 1.43667 -3.14115
C -2.67362 1.55007 -4.10870
C -1.27733 1.37552 -3.45661
N -0.87599 2.55062 -2.67795
C -0.28389 3.61821 -3.47902
C 0.54166 4.59034 -2.68964
O -0.27206 5.70386 -2.29654
C 0.17188 6.32699 -1.13036
H -5.92081 1.02706 -3.27550
H -5.02791 1.37307 -4.76444
H -5.26733 2.58691 -3.44259
H -2.61987 2.46799 -4.69403
H -2.77860 0.81681 -4.90833
H -0.49243 1.12412 -4.16994
H -1.34548 0.54407 -2.75508
H -0.15692 2.22754 -2.04655
H -1.04573 4.18534 -4.01386
H 0.23775 3.26767 -4.36959
H 1.35097 4.87664 -3.36131
H 0.91946 4.00282 -1.85287
H 1.14036 6.81892 -1.22069
H 0.21880 5.76345 -0.19852
H -0.59426 7.07470 -0.92528
C 2.71711 -3.72884 0.01506
O 1.75796 -4.57336 -0.57995
C 1.37129 -4.19606 -1.88240
C 0.25239 -5.11171 -2.41921
N -0.92689 -5.17305 -1.54511
C -1.95823 -6.09211 -2.03377
C -3.15458 -5.96397 -1.11989
O -4.18501 -6.89133 -1.49724
C -5.47874 -6.66086 -0.88735
H 2.73812 -4.10598 1.03751
H 2.33100 -2.71029 0.05456
H 3.67086 -3.70359 -0.51204
H 2.24536 -4.28598 -2.52739
H 1.02863 -3.16406 -1.95760
H 0.84362 -6.02704 -2.44569
H -0.06270 -4.94026 -3.44850
H -0.68694 -5.56860 -0.64730
H -1.57163 -7.10982 -1.97983
H -2.22347 -5.81666 -3.05449
H -3.67763 -5.01106 -1.20044
H -2.89639 -6.07198 -0.06644
H -5.94044 -5.75336 -1.27641
H -5.50842 -6.52787 0.19410
H -6.17552 -7.38172 -1.31510
```

The value obtained for the HOMO-LUMO gap (alpha / beta) is 4.8 / 4.5 eV. As for the net charge: +1. The calculation puts the max |F| at 15.92 eV Å⁻¹. Its expectation value of S² is 6.15. As for the HOMO energy (alpha / beta): -0.4115 / -0.4112 hartree. As for the spin multiplicity: 5.